--- i ---
22
Properties=species:S:1:pos:R:3:mulliken_charge:R:1 method="wB97M-V/def2-TZVPD" total_charge=+1 homo_ev=-13.392 mol_weight_g_mol=120.172
O -0.5009 1.1975 1.6277 -0.720
O -2.1499 0.2165 0.1973 -0.543
N 2.0399 0.2841 -0.8344 -0.111
C 0.7585 -0.0682 -1.4712 0.448
C 2.2098 1.1901 0.0748 0.083
C 0.1817 -1.3590 -1.0436 -0.627
C -1.8807 -1.0720 0.5414 -0.459
C -0.3870 -1.3726 0.3898 -0.649
H -2.0987 -1.3847 1.5719 0.291
H 3.2011 1.1220 0.5319 0.362
H -0.1375 -2.2818 0.9624 0.460
H 0.7065 0.2774 -2.5244 0.406
H -0.6444 1.9430 2.2248 0.192
H 0.5950 0.6566 -0.2869 -1.296
H -1.5422 0.8860 0.8834 0.374
H -0.2812 1.8807 -0.1195 0.091
H 1.0869 -2.0554 -1.1334 0.369
H -0.5449 -1.7467 -1.7771 0.452
H -0.0003 2.0233 -0.9747 0.540
H 1.5735 2.0157 0.3822 0.435
H 0.2183 -0.5855 0.9072 0.480
H -2.4035 -1.7668 -0.1296 0.424

=====

--- ii ---
22
Properties=species:S:1:pos:R:3:mulliken_charge:R:1 method="wB97M-V/def2-TZVPD" total_charge=+1 homo_ev=-13.399 mol_weight_g_mol=120.172
O -1.1468 -3.0898 -1.6115 -0.611
O -1.9474 2.9830 1.8737 -0.575
N -1.0782 -0.2118 0.7788 0.015
C 1.2872 -0.4940 0.3541 -0.219
C 2.2868 -0.6130 -0.8041 -0.591
C 0.0569 0.0014 0.0167 -0.349
C 3.0638 0.6566 -1.1182 -1.070
C -2.0831 0.6078 0.6207 -0.237
H 3.0183 -1.2403 -0.4300 0.371
H 2.5625 1.5997 -1.1743 0.345
H 3.6339 0.4160 -2.1042 0.288
H -2.0332 1.3871 -0.1178 0.287
H 1.5474 -1.0570 1.2103 0.362
H -1.0901 3.5685 1.8535 0.316
H -1.8423 -3.6668 -1.2506 0.315
H 0.1002 0.5785 -0.8552 0.409
H -1.0811 -1.0361 1.4460 0.336
H 1.6667 -0.8024 -1.6720 0.352
H -2.9409 0.7420 1.3015 0.307
H 3.9603 0.8436 -0.5088 0.344
H -0.5074 -3.5674 -2.0805 0.307
H -2.3626 3.6186 2.4181 0.297

=====

Stability verdict: ii, ahead by 8.656 eV

=====

--- i ---
13
Properties=species:S:1:pos:R:3:mulliken_charge:R:1 method="wB97M-V/def2-TZVPD" homo_ev=-8.838 mol_weight_g_mol=106.085
O -1.5960 -1.2164 0.5905 -0.472
O 2.6218 0.2689 0.3244 -0.418
N 1.6864 -0.8570 -0.1455 -0.523
N -1.3137 1.2901 -0.2073 -0.910
N -0.5017 -1.6324 -0.4646 -0.357
N 0.0204 0.8756 0.0423 0.086
C 0.3841 -0.5667 -0.2613 0.554
H -0.0687 -2.5070 -0.0393 0.345
H -2.1196 1.3695 0.9265 0.300
H -1.6744 -0.3542 -0.0203 0.513
H 0.7053 1.4551 0.1289 0.199
H -1.4075 2.2416 -0.9138 0.268
H 3.2636 -0.3671 0.0396 0.416

=====

--- ii ---
13
Properties=species:S:1:pos:R:3:mulliken_charge:R:1 method="wB97M-V/def2-TZVPD" homo_ev="-8.652 / -7.676" mol_weight_g_mol=106.085
O -1.2176 1.1716 0.9198 -0.297
O -0.8324 -1.2461 0.6031 -0.793
N 1.5748 -0.4770 0.7459 -0.475
N -1.6303 0.7078 -0.2588 -0.405
N 1.2712 0.4326 -0.3062 -0.039
N -1.0211 -0.5250 -0.4503 0.549
C 0.3451 -0.0108 -1.1634 -0.535
H -1.4168 -1.1072 -1.2170 0.340
H 1.1506 -1.3159 0.3279 0.393
H -1.3320 0.5401 1.6484 0.346
H 1.5689 1.3958 -0.4868 0.260
H 1.2424 -0.1575 1.6586 0.286
H 0.2972 0.5917 -2.0212 0.370

=====

Stability verdict: i, ahead by 0.077 eV

=====

--- i ---
17
Properties=species:S:1:pos:R:3:mulliken_charge:R:1 method="wB97M-V/def2-TZVPD" homo_ev="-8.369 / -8.368" mol_weight_g_mol=98.149
N -0.2598 1.3373 0.2674 -0.575
N 1.3772 0.2658 0.4905 -0.396
C -1.0759 0.4493 0.1407 0.879
C 0.8677 -0.9986 0.0389 -0.429
C -0.6607 -0.9567 -0.1164 -0.747
C -2.6068 0.6776 0.3315 -1.114
C 2.5573 0.7464 -0.2457 -0.889
H -3.1877 0.9290 -0.5584 0.310
H 2.5923 1.7738 0.0510 0.287
H 1.3258 -1.2165 -0.8920 0.296
H -2.9182 -0.3519 0.3558 0.306
H 3.3182 0.2166 0.2046 0.363
H -0.8350 -1.3015 -1.0766 0.277
H -2.6949 1.2525 1.1810 0.339
H 1.1831 -1.9367 0.5918 0.307
H 2.3337 0.6630 -1.3087 0.376
H -1.3164 -1.5494 0.5447 0.411

=====

--- ii ---
17
Properties=species:S:1:pos:R:3:mulliken_charge:R:1 method="wB97M-V/def2-TZVPD" homo_ev=-8.025 smiles=N[C@]12CCN[C@@H]1C2 mol_weight_g_mol=98.149
N -1.1375 1.2195 -0.7671 -0.712
N 0.7468 -0.8183 -1.0223 -0.581
C 1.7538 0.0963 0.0606 -0.275
C -0.2115 -1.0791 -0.0501 -0.168
C -1.5604 -0.9262 0.4912 -0.735
C -0.5682 0.4039 0.2675 0.878
C 0.7080 0.8665 0.9701 -1.466
H 0.2646 -0.9837 1.0734 0.142
H -1.0186 2.1404 -0.4825 0.291
H -0.5702 1.1761 -1.7708 0.285
H 0.6942 1.9219 0.7434 0.425
H 2.4011 -0.5503 0.8358 0.240
H 1.4700 -1.7107 -1.0085 0.302
H -1.9466 -1.2910 1.4701 0.222
H 2.6717 0.5773 -0.5196 0.323
H -2.5082 -0.7615 -0.1276 0.304
H 0.5479 0.5053 1.8769 0.526

=====

Stability verdict: i, ahead by 3.588 eV

=====

--- i ---
14
Properties=species:S:1:pos:R:3:mulliken_charge:R:1 method="wB97M-V/def2-TZVPD" total_charge=+1 homo_ev=-12.373 mol_weight_g_mol=90.110
N 1.2953 2.0083 -1.9749 -0.264
N -2.6391 2.4144 -2.7548 -0.087
N 0.6478 0.2805 -0.4783 -0.302
N -1.2073 -2.9537 3.8849 -0.618
N -2.0173 2.0517 -1.8948 0.072
C 1.5852 0.9163 -1.2829 0.264
H 0.2885 2.3127 -1.9109 0.247
H 1.9968 2.3145 -2.6714 0.285
H 0.8976 -0.5875 -0.0478 0.239
H -0.3204 0.3932 -0.3245 0.233
H -0.8346 -2.5645 3.0223 0.162
H -0.4274 -3.3723 4.3768 0.236
H 2.5524 0.3553 -1.4324 0.313
H -1.8177 -3.5690 3.4889 0.220

=====

--- ii ---
14
Properties=species:S:1:pos:R:3:mulliken_charge:R:1 method="wB97M-V/def2-TZVPD" total_charge=+1 homo_ev="-14.188 / -14.189" mol_weight_g_mol=90.110
N -1.4814 -0.0329 -0.9338 -0.429
N -2.2566 0.3029 1.3085 -0.527
N 0.7243 0.9765 -0.0282 -0.616
N 2.1655 -0.9519 -0.3722 -0.608
N -0.1252 0.7476 0.8343 0.494
C -1.4206 0.1398 0.3931 0.400
H -1.9228 -0.8999 -1.1621 0.313
H 2.8611 -0.2363 -0.5723 0.278
H -0.5751 -0.1547 -1.3397 0.288
H 2.5674 -1.8386 0.1108 0.259
H 1.5065 -1.1380 -1.1201 0.220
H 1.4194 1.7708 0.1316 0.334
H -3.2461 0.1311 1.0520 0.290
H -0.2165 1.1834 1.6980 0.304

=====

Stability verdict: i, ahead by 3.398 eV

=====

--- i ---
18
Properties=species:S:1:pos:R:3:mulliken_charge:R:1 method="wB97M-V/def2-TZVPD" homo_ev=-7.730 smiles="CC1=CC=CN2ON=C[C@@H]12" mol_weight_g_mol=136.154
O -2.6354 0.2553 0.2222 -0.197
N -2.1600 1.4953 0.4842 -0.324
N -1.5995 -0.5553 -0.4266 -0.033
C -1.0595 1.7111 -0.0424 -0.326
C -0.4130 0.5097 -0.7313 0.266
C 1.0968 -1.2115 0.0634 -0.396
C 1.8244 1.1943 0.2541 -1.542
C 0.8539 0.1012 -0.0633 0.612
C -1.2225 -1.8063 -0.0398 -0.176
C 0.0602 -2.2261 0.0574 -0.694
H 1.2296 1.6825 1.1399 0.311
H 0.2487 -3.2682 0.0558 0.416
H 1.8513 1.8764 -0.6868 0.259
H 2.8058 0.9432 0.5136 0.436
H 2.0750 -1.4925 0.5051 0.317
H -0.3244 0.4888 -1.8513 0.199
H -0.5199 2.6207 0.1942 0.519
H -2.1115 -2.3184 0.3516 0.353

=====

--- ii ---
18
Properties=species:S:1:pos:R:3:mulliken_charge:R:1 method="wB97M-V/def2-TZVPD" homo_ev=-10.267 mol_weight_g_mol=136.154
O -1.6699 1.0818 -2.1021 -0.477
N -2.0536 2.1584 1.5408 -0.452
N -1.6264 -1.8067 1.5444 -0.526
C -1.5413 -0.9287 0.8233 0.093
C -1.2564 0.1997 0.0191 0.946
C 1.1646 -0.6146 1.2814 -0.997
C -1.7516 1.3232 0.8260 0.082
C 0.8671 0.3372 0.1445 0.303
C -1.4088 0.1143 -1.4419 -0.314
C 1.4208 0.1492 -1.2613 -1.602
H 0.3862 -1.4146 1.3946 0.301
H 1.3514 -0.8675 -1.5958 0.405
H -1.3964 -0.9858 -1.7470 0.347
H 2.0685 -1.2767 1.0280 0.357
H 0.9358 0.7377 -2.0720 0.364
H 1.2682 0.0083 2.1918 0.278
H 2.3957 0.3909 -1.1242 0.506
H 0.8462 1.3940 0.5504 0.385

=====

Stability verdict: ii, ahead by 1.749 eV